(w)
Formula: C19H23AuBN4O2S
Source: the OMol25 dataset
Level of theory: ωB97M-V/def2-TZVPD

Last column: Löwdin charge in e.
Element x y z (Å)
Au  1.918  -0.974  -1.150  0.5592
N  4.263  -3.204  2.171  0.0233
C  3.225  -2.765  1.383  -0.9227
S  3.525  -2.701  -0.309  0.4266
N  2.114  -2.501  2.038  -0.0281
N  1.103  -2.156  1.207  0.0001
C  -0.080  -2.054  1.687  -0.2211
C  -0.431  -2.250  3.121  -0.1901
C  -1.411  -3.169  3.488  -0.0424
C  -1.753  -3.346  4.821  -0.0985
C  -1.126  -2.597  5.805  -0.1133
C  -0.150  -1.676  5.448  -0.0945
C  0.199  -1.508  4.117  -0.0378
C  -1.153  -1.683  0.745  -0.2313
C  -2.309  -1.036  1.193  -0.0237
C  -3.273  -0.667  0.271  -0.0849
C  -3.063  -0.948  -1.069  -0.0839
C  -1.885  -1.593  -1.419  -0.1542
N  -0.962  -1.968  -0.548  0.1120
H  5.180  -3.100  1.773  0.0523
H  4.157  -2.995  3.152  0.0754
H  -1.906  -3.750  2.720  0.1179
H  -2.512  -4.071  5.089  0.0937
H  -1.393  -2.730  6.846  0.0907
H  0.347  -1.089  6.211  0.0944
H  0.973  -0.808  3.836  0.1097
H  -2.434  -0.812  2.244  0.1084
H  -4.171  -0.156  0.597  0.0965
H  -3.781  -0.670  -1.828  0.0912
H  -1.668  -1.812  -2.460  0.1066
C  1.724  3.669  -3.962  -0.0187
C  1.217  2.929  -2.734  -0.5101
C  1.373  3.813  -1.497  -0.0202
O  2.016  1.761  -2.526  0.0023
B  1.216  0.742  -1.992  -0.7703
O  -0.124  1.144  -2.084  -0.0050
C  -0.212  2.332  -2.870  -0.5106
C  -1.329  3.207  -2.324  -0.0159
C  -0.539  1.910  -4.303  -0.0190
H  2.720  4.065  -3.761  0.0852
H  1.067  4.504  -4.215  0.0867
H  1.792  3.001  -4.819  0.0811
H  2.431  4.035  -1.361  0.0894
H  1.020  3.289  -0.608  0.0950
H  0.827  4.754  -1.596  0.0824
H  -1.195  3.398  -1.261  0.0815
H  -2.285  2.697  -2.458  0.0837
H  -1.373  4.162  -2.853  0.0869
H  0.250  1.274  -4.703  0.0953
H  -0.673  2.770  -4.962  0.0821
H  -1.465  1.334  -4.289  0.0866

Orbital gap   6.80 eV
Net charge   -1
Spin multiplicity   1
LUMO level   2.808 eV

***

(x)
Formula: C19H23AuBN4O2S
Source: the OMol25 dataset
Level of theory: ωB97M-V/def2-TZVPD

Last column: Löwdin charge in e.
Element x y z (Å)
Au  -1.108  0.035  -0.161  0.5746
N  -1.932  2.767  3.504  0.0222
C  -1.305  1.907  2.630  -0.9363
S  -1.331  2.328  0.972  0.4328
N  -0.743  0.868  3.217  -0.0294
N  -0.108  0.068  2.326  -0.0101
C  0.649  -0.859  2.783  -0.2184
C  0.849  -1.152  4.230  -0.1918
C  2.131  -1.173  4.770  -0.0436
C  2.334  -1.463  6.112  -0.0979
C  1.251  -1.744  6.931  -0.1128
C  -0.032  -1.727  6.400  -0.0943
C  -0.233  -1.428  5.063  -0.0380
C  1.344  -1.720  1.795  -0.2304
C  1.747  -3.015  2.133  -0.0241
C  2.358  -3.799  1.170  -0.0842
C  2.548  -3.278  -0.100  -0.0829
C  2.112  -1.983  -0.343  -0.1520
N  1.543  -1.216  0.573  0.1038
H  -2.630  3.364  3.097  0.0524
H  -2.134  2.363  4.406  0.0744
H  2.979  -0.960  4.129  0.1180
H  3.340  -1.467  6.514  0.0937
H  1.404  -1.973  7.979  0.0907
H  -0.884  -1.943  7.034  0.0944
H  -1.232  -1.394  4.651  0.1102
H  1.566  -3.398  3.127  0.1083
H  2.669  -4.809  1.409  0.0966
H  3.010  -3.855  -0.890  0.0910
H  2.215  -1.542  -1.329  0.1063
C  -3.863  -2.940  -3.792  -0.0189
C  -3.154  -2.951  -2.447  -0.5102
C  -4.043  -3.611  -1.396  -0.0207
O  -2.931  -1.600  -2.029  0.0035
B  -1.725  -1.524  -1.319  -0.7547
O  -1.046  -2.748  -1.486  -0.0085
C  -1.714  -3.534  -2.473  -0.5133
C  -1.611  -5.001  -2.088  -0.0173
C  -1.002  -3.299  -3.804  -0.0204
H  -4.869  -2.538  -3.673  0.0852
H  -3.947  -3.951  -4.201  0.0869
H  -3.332  -2.316  -4.508  0.0813
H  -4.962  -3.032  -1.307  0.0896
H  -3.549  -3.611  -0.424  0.0952
H  -4.301  -4.637  -1.663  0.0826
H  -1.977  -5.172  -1.077  0.0811
H  -0.567  -5.316  -2.126  0.0844
H  -2.180  -5.629  -2.780  0.0870
H  -1.056  -2.249  -4.090  0.0951
H  -1.423  -3.907  -4.608  0.0821
H  0.049  -3.564  -3.683  0.0868

Orbital gap   6.74 eV
Net charge   -1
Spin multiplicity   1
LUMO level   2.810 eV

***

(w) is preferred energetically. Next in line: 0.069 eV higher.

***

(w)
Formula: C4H8N3S
Source: the OMol25 dataset
Level of theory: ωB97M-V/def2-TZVPD

Last column: Löwdin charge in e.
Element x y z (Å)
H  -0.864  2.360  -2.362  0.1084
N  -0.126  1.774  -2.132  0.3445
N  0.299  1.607  -0.960  -0.1959
C  -0.118  2.183  0.305  0.0262
C  1.446  0.761  -0.902  -0.7339
S  2.907  1.333  -1.362  0.9054
C  1.257  -0.684  -0.603  -0.1812
N  0.186  -1.060  -0.098  -0.0096
C  -0.244  -2.273  0.331  -0.1242
H  -0.883  1.537  0.811  0.1311
H  0.831  2.045  0.914  0.1248
H  -0.402  3.280  0.361  0.1401
H  2.211  -1.277  -0.820  0.1480
H  -0.848  -2.064  1.215  0.0971
H  0.392  -3.127  0.469  0.0874
H  -1.035  -2.690  -0.370  0.1320

Orbital gap   7.61 eV
Net charge   +1
Spin multiplicity   1
LUMO level   -6.285 eV

***

(x)
Formula: C4H8N3S
Source: the OMol25 dataset
Level of theory: ωB97M-V/def2-TZVPD

Last column: Löwdin charge in e.
Element x y z (Å)
C  1.766  -0.374  1.267  0.0057
C  1.304  0.293  -0.023  -0.3416
N  0.765  1.603  0.215  0.1186
N  -0.464  1.627  0.230  0.1375
C  -0.905  0.486  -0.296  -0.3059
C  -2.235  0.185  -0.878  -0.4756
S  -3.059  -0.637  0.655  0.6712
N  0.186  -0.510  -0.573  0.1930
H  2.243  0.482  1.833  0.1266
H  2.505  -1.148  0.961  0.1064
H  0.834  -0.921  1.670  0.1224
H  2.162  0.492  -0.657  0.1673
H  -2.972  0.967  -1.113  0.0887
H  -2.255  -0.438  -1.696  0.0415
H  0.057  -0.730  -1.532  0.1785
H  0.068  -1.376  -0.064  0.1657

Orbital gap (spin up / spin down)   6.21 / 6.11 eV
Net charge   +1
Spin multiplicity   1
LUMO level (spin up / spin down)   -7.128 / -7.131 eV

***

(w) is preferred energetically. Next in line: 1.026 eV higher.